Entry from the OMol25 dataset: 4 unconnected molecules or ions with the total composition C26H34NO (the ωB97M-V functional and the def2-TZVPD basis).

The geometry in XYZ format:
```
62
C26H34NO the ωB97M-V functional and the def2-TZVPD basis
C 1.44 -0.52 -1.43
C 0.35 -1.68 -0.93
C 0.90 -3.17 -1.36
C 2.57 -3.25 -1.43
C 3.15 -3.10 0.10
C 4.92 -3.25 0.03
C 5.78 -1.87 0.64
O 5.65 -3.32 1.41
N 3.10 -2.24 -2.43
C 2.13 -1.15 -2.81
H 0.94 0.50 -1.69
H 2.32 -0.41 -0.66
H -0.72 -1.46 -1.39
H 0.27 -1.60 0.25
H 0.51 -3.42 -2.46
H 0.44 -3.99 -0.65
H 2.87 -4.32 -1.85
H 2.94 -2.07 0.61
H 2.85 -4.02 0.77
H 5.42 -3.84 -0.97
H 6.85 -1.65 0.22
H 4.96 -1.10 0.96
H 4.00 -1.78 -2.16
H 3.31 -2.78 -3.32
H 2.78 -0.26 -3.28
H 1.31 -1.47 -3.58
C -3.25 -1.45 2.53
C -2.88 -2.33 3.54
C -2.41 -3.61 3.23
C -2.30 -4.00 1.89
C -2.67 -3.11 0.87
C -3.15 -1.85 1.19
H -3.63 -0.46 2.78
H -2.96 -2.03 4.58
H -2.12 -4.29 4.02
H -1.92 -4.99 1.64
H -2.58 -3.42 -0.17
H -3.44 -1.16 0.40
C -1.85 4.38 3.49
C -2.09 3.34 4.38
C -2.01 2.02 3.95
C -1.68 1.73 2.62
C -1.44 2.78 1.73
C -1.52 4.10 2.16
H -1.91 5.41 3.82
H -2.33 3.56 5.42
H -2.21 1.21 4.64
H -1.62 0.70 2.29
H -1.18 2.56 0.69
H -1.34 4.91 1.46
C -0.96 3.20 -2.50
C -1.67 3.28 -3.69
C -2.10 4.51 -4.17
C -1.80 5.68 -3.46
C -1.08 5.60 -2.27
C -0.67 4.36 -1.78
H -0.64 2.23 -2.12
H -1.90 2.37 -4.25
H -2.66 4.58 -5.10
H -2.12 6.64 -3.84
H -0.85 6.50 -1.71
H -0.12 4.30 -0.85
```

Calculated values
HOMO-LUMO gap ... 0.2864 hartree
HOMO level ... -11.1 eV
Net charge ... +1

Charges in e, computed with natural (NBO), in the same order as the atoms: number 1, C, carries -0.423; number 2, C, carries -0.437; number 3, C, carries -0.438; number 4, C, carries -0.079; number 5, C, carries -0.459; number 6, C, carries 0.012; number 7, C, carries -0.166; number 8, O, carries -0.504; number 9, N, carries -0.553; number 10, C, carries -0.265; number 11, H, carries 0.263; number 12, H, carries 0.211; number 13, H, carries 0.250; number 14, H, carries 0.248; number 15, H, carries 0.219; number 16, H, carries 0.275; number 17, H, carries 0.249; number 18, H, carries 0.237; number 19, H, carries 0.280; number 20, H, carries 0.213; number 21, H, carries 0.246; number 22, H, carries 0.212; number 23, H, carries 0.455; number 24, H, carries 0.450; number 25, H, carries 0.247; number 26, H, carries 0.253; number 27, C, carries -0.159; number 28, C, carries -0.228; number 29, C, carries -0.208; number 30, C, carries -0.222; number 31, C, carries -0.235; number 32, C, carries -0.232; number 33, H, carries 0.215; number 34, H, carries 0.221; number 35, H, carries 0.221; number 36, H, carries 0.213; number 37, H, carries 0.205; number 38, H, carries 0.214; number 39, C, carries -0.211; number 40, C, carries -0.195; number 41, C, carries -0.221; number 42, C, carries -0.246; number 43, C, carries -0.166; number 44, C, carries -0.231; number 45, H, carries 0.220; number 46, H, carries 0.218; number 47, H, carries 0.214; number 48, H, carries 0.209; number 49, H, carries 0.192; number 50, H, carries 0.214; number 51, C, carries -0.172; number 52, C, carries -0.236; number 53, C, carries -0.207; number 54, C, carries -0.201; number 55, C, carries -0.212; number 56, C, carries -0.228; number 57, H, carries 0.177; number 58, H, carries 0.209; number 59, H, carries 0.221; number 60, H, carries 0.222; number 61, H, carries 0.220; number 62, H, carries 0.209